# C50H45AsBr2N7O2PbS7Sb

C50H45AsBr2N7O2PbS7Sb as an isolated structure at a distorted geometry (ωB97M-V/def2-TZVPD, OMol25).

The calculation puts the HOMO energy (alpha / beta) at -0.2 / -0.2 eV. The max |F| is 3.417 eV Å⁻¹. As for the charge: -2. The calculation puts the energy relative to the best compared isomer or geometry (same formula, charge and spin) at 209.2 kJ/mol.

The geometry in XYZ format:
```
116
Properties=species:S:1:pos:R:3:forces:R:3:lowdin_charge:R:1
Pb -0.299897 -0.007873 -0.729368 0.3 -0.7 0.2 0.914
Sb 0.299391 4.072818 -1.602035 -0.4 0.7 0.2 0.206
Br 7.099183 -1.287193 -1.343070 0.0 0.0 0.0 0.675
Br 2.626789 -3.447581 -3.973874 0.1 -0.1 0.0 0.726
As -1.320762 -1.464562 -4.194841 -0.8 -0.3 -1.2 0.723
S 0.270293 3.816710 2.108658 1.1 -0.2 1.4 -0.199
S 2.434032 4.629358 -1.019150 -0.1 -0.1 0.1 -0.430
S -1.568191 -3.713904 0.966701 0.2 0.3 0.2 0.711
S 0.536651 1.748830 -2.414622 0.2 0.1 -0.1 -0.136
S 0.906328 -2.259210 2.308210 -0.7 -0.1 0.1 0.765
S -2.174699 -1.625771 -2.299249 -0.1 -0.3 -0.3 0.127
S -1.078471 4.200766 0.741393 -0.2 0.3 -1.9 -0.186
O 1.128134 -1.590193 -2.143908 -0.2 0.1 0.3 -0.286
O -10.896014 6.124951 4.633937 0.5 -0.3 0.0 -0.098
N -0.685060 -2.083661 4.414573 -0.1 -0.5 -1.0 -0.109
N 2.124563 0.104167 -0.166060 0.2 0.1 0.4 -0.042
N -5.256219 3.307100 3.222710 -0.7 0.4 0.2 0.198
N -5.894666 3.915655 1.178221 -0.2 0.0 0.3 0.189
N -2.961290 -2.573178 2.898170 1.1 0.0 -0.2 -0.107
N -1.250103 1.065222 1.465673 -0.5 0.5 0.1 -0.004
N -2.283665 1.545212 -1.047189 -0.4 0.1 0.6 -0.041
C -1.263453 -3.242441 -5.007735 0.1 0.1 0.1 -0.269
C 0.640169 -4.064139 6.459133 0.0 0.1 0.0 -0.049
C -1.942088 -2.358533 5.054557 -0.7 0.1 0.1 -0.136
C -8.927708 4.858580 4.852808 -0.4 0.3 -0.1 -0.007
C -5.921570 0.426380 0.090179 -0.1 -0.1 0.0 -0.090
C -2.565608 1.904101 3.764189 0.2 -0.1 -0.1 -0.024
C -4.762647 -1.705854 1.453166 0.0 0.0 0.0 -0.194
C -4.329324 2.888228 2.323452 -0.3 0.4 -1.3 -0.184
C -4.172858 -2.889155 2.180593 -0.3 -0.2 -0.2 -0.157
C -4.545487 -1.538674 0.091784 0.0 0.0 0.1 -0.057
C 2.585074 0.980813 0.690275 -0.2 0.0 0.0 -0.143
C -8.249424 5.269258 2.206363 0.6 -0.4 0.3 -0.024
C -3.113484 2.166033 2.515761 0.4 -0.3 -0.1 -0.115
C 5.195112 -1.325045 -1.548850 0.4 -0.4 -0.4 -0.635
C -1.725765 -2.829902 2.367894 -2.6 -1.4 -1.6 -0.718
C -0.739912 0.853844 2.658712 0.0 0.1 0.3 -0.231
C -6.195984 3.920610 2.517932 1.0 -0.5 -0.3 -0.294
C 4.839626 0.494264 0.114920 -0.1 0.2 0.2 -0.037
C -0.559545 -2.406532 3.085147 2.9 1.1 1.4 -0.707
C 2.958682 -0.623263 -0.921693 0.7 -0.1 -0.2 -0.156
C -7.399827 4.509818 3.021044 -1.0 0.5 0.2 -0.154
C 2.481987 -5.565946 6.124026 0.0 0.0 -0.1 -0.103
C 0.492319 -1.858878 5.225086 0.3 0.2 0.2 -0.155
C -11.719341 6.961329 3.870413 -0.2 0.2 -0.2 -0.113
C 3.309678 -2.268249 -2.638047 -0.4 -0.1 -0.1 -0.587
C -1.357698 1.237308 3.846303 -0.4 -0.1 0.1 -0.111
C -3.065838 -1.868876 4.146149 0.1 0.3 0.7 -0.127
C -4.041222 2.874644 -0.139456 0.3 -0.2 -0.6 -0.145
C -2.708057 -0.591055 -5.298674 0.2 -0.1 0.2 -0.270
C 4.678400 -2.208770 -2.461012 0.3 0.3 0.3 -0.212
C -3.788440 2.687522 -2.508325 -0.1 0.0 0.0 -0.052
C -2.401804 1.746583 1.351648 0.2 0.0 1.2 -0.262
C -7.768732 4.315426 4.360255 0.2 0.1 -0.4 -0.014
C 3.951012 1.234098 0.845429 0.3 -0.2 -0.1 -0.032
C 2.406944 -3.464466 4.969423 0.1 0.1 0.0 -0.066
C 4.368298 -0.487040 -0.780263 -0.3 -0.1 0.0 -0.191
C 2.366561 -1.511795 -1.916063 0.3 -0.2 -0.4 -0.452
C 0.291158 -0.588583 -4.801903 0.1 0.0 0.2 -0.268
C 1.201800 -3.146485 5.579378 0.0 0.0 -0.1 -0.207
C 1.273383 -5.265836 6.727026 -0.1 -0.1 0.1 -0.099
C -5.124819 -0.481012 -0.585527 -0.1 0.0 -0.1 -0.079
C -2.706684 1.855152 -2.251822 -0.1 0.0 -0.5 -0.234
C -4.718757 3.252503 1.035811 0.4 -0.1 1.1 -0.166
C 3.041985 -4.662820 5.237443 0.1 -0.1 0.1 -0.077
C -5.538821 -0.772385 2.128856 0.0 -0.1 0.1 -0.044
C -4.469759 3.201621 -1.421906 0.2 -0.2 0.3 -0.024
C -6.113912 0.288299 1.454516 -0.2 0.1 0.0 -0.082
C -2.887405 2.060587 0.033246 -0.6 0.5 -1.1 -0.253
C -9.412560 5.822064 2.702739 -0.5 0.2 0.2 -0.033
C -9.764300 5.620129 4.030778 0.0 0.0 0.2 -0.273
H -0.450224 -3.805857 -4.552847 0.0 0.1 0.0 0.001
H 4.276781 2.011124 1.519240 0.0 0.1 0.0 0.108
H -2.129344 1.433348 -3.068945 0.0 0.0 0.1 0.040
H -6.470091 4.267116 0.434236 0.1 0.0 0.1 0.139
H -0.873781 1.071445 4.797568 0.1 0.0 0.0 0.098
H -11.176917 7.843951 3.511063 0.0 0.0 0.0 0.094
H -9.222966 4.714219 5.879026 0.0 0.0 0.2 0.113
H -7.110239 3.732969 4.983373 0.1 -0.1 0.1 0.111
H -1.101626 -3.170397 -6.083979 0.0 0.1 0.0 0.026
H -4.947679 -0.375404 -1.644683 0.1 0.1 -0.1 0.089
H 0.333367 0.427324 -4.406152 -0.1 0.0 0.0 -0.075
H 2.981680 -6.498333 6.342134 0.0 -0.1 0.0 0.094
H -4.095300 2.898248 -3.523633 0.1 0.0 0.0 0.096
H -0.294799 -3.833319 6.950764 -0.1 0.0 0.0 0.102
H 0.294556 -0.593602 -5.891923 -0.2 -0.1 -0.1 0.039
H -3.091176 2.264893 4.639033 0.0 0.0 0.1 0.113
H -2.206855 -3.754666 -4.803003 0.1 0.2 0.0 0.024
H -4.033973 -2.099865 4.602074 0.1 0.0 -0.1 0.124
H -12.149278 6.433086 3.010755 0.0 0.0 0.0 0.092
H 3.973571 -4.896175 4.747023 0.1 0.0 -0.1 0.102
H 0.820455 -5.974127 7.406258 0.0 0.0 0.1 0.094
H -2.698798 0.478665 -5.096772 0.1 0.0 0.0 0.014
H 0.185324 -1.329711 6.131727 -0.1 0.0 -0.1 0.128
H 0.214526 0.347413 2.668886 0.1 0.0 0.1 0.064
H -10.032625 6.407254 2.039163 -0.1 0.0 0.0 0.099
H -6.378904 1.247525 -0.443885 0.0 0.0 0.0 0.099
H -12.521960 7.280258 4.535573 0.0 0.0 -0.1 0.088
H 5.904313 0.673220 0.192134 0.0 -0.1 0.0 0.070
H -5.336223 3.836985 -1.558043 -0.1 0.1 0.0 0.104
H 1.170528 -1.216479 4.657323 -0.1 0.0 0.1 0.095
H -6.719290 1.005228 1.991561 0.0 0.1 0.1 0.099
H -3.000870 -0.779621 4.018245 0.0 -0.2 0.0 0.114
H -3.680672 -0.986690 -5.002254 0.1 -0.1 0.0 0.020
H -3.911596 -3.669997 1.460522 -0.2 0.1 0.2 0.058
H 1.143286 -1.135930 -4.419816 0.0 -0.1 0.0 -0.028
H -5.707621 -0.877516 3.191972 0.0 0.0 0.1 0.104
H 1.857315 1.541514 1.261838 -0.2 0.3 0.0 0.058
H -3.918282 -2.231824 -0.443600 0.1 -0.2 0.0 0.033
H -4.900615 -3.279479 2.905650 0.1 0.0 -0.1 0.127
H -2.544472 -0.761190 -6.361747 0.1 0.0 -0.1 0.020
H 2.844409 -2.768898 4.272562 0.0 0.1 -0.1 0.083
H -7.997526 5.458783 1.171392 0.0 0.0 0.0 0.104
H 5.322538 -2.849877 -3.045500 0.1 0.0 0.0 0.082
H -2.087130 -3.438062 5.222235 0.1 0.1 0.1 0.130
H -1.970072 -1.844164 6.018651 0.0 0.0 -0.1 0.128
```
Forces are in eV/Å.